(1)
91
Properties=species:S:1:pos:R:3:forces:R:3 method="wB97M-V/def2-TZVPD" total_charge=+2 fmax_ev_per_a=0.6 de_lowest_kcal_mol=0.0 orbital_gap_ev=7.778 energy_ev=-59488.4574
Te 0.78194 4.69471 -0.40309 0.03 0.04 -0.06
Ru -0.20835 -0.81733 -0.26579 -0.14 -0.60 0.03
N -1.03778 1.18053 -0.52246 -0.02 -0.08 0.01
N -0.01531 -0.58222 2.05690 0.12 0.03 -0.22
N 1.52670 1.30003 0.78498 -0.04 0.00 0.00
N 0.62617 3.10007 2.26087 -0.16 0.00 0.05
N -0.20599 0.69138 2.48830 -0.10 0.05 0.00
N -0.89148 2.02594 0.52875 0.03 -0.01 0.03
N 0.54534 4.35248 1.70155 0.22 0.00 -0.01
N 1.51021 0.39809 -0.23451 -0.04 0.00 -0.02
C -0.27034 -1.37289 3.11421 -0.09 0.03 0.00
C -1.16309 -2.76210 0.25211 0.04 0.24 -0.04
C -3.50411 -1.89264 -0.06371 0.00 0.04 0.00
C 0.02617 -2.83229 3.22369 -0.08 -0.01 -0.05
C 3.05172 -0.27728 -2.07446 0.00 0.00 0.01
C 3.54162 1.31894 -0.11759 -0.02 0.00 -0.02
C 0.81849 5.26303 2.65239 -0.08 0.03 0.04
C -3.57147 -0.78565 0.99331 0.00 -0.02 0.00
C -2.51414 2.85713 -0.70384 -0.02 -0.02 0.05
C -0.73454 -0.59890 4.18617 0.05 -0.02 -0.06
C -1.80482 3.00938 0.46145 -0.04 0.01 0.01
C -1.98475 1.71514 -1.31076 0.02 -0.06 -0.07
C -4.50709 -1.65257 -1.18638 0.00 -0.01 0.02
C 4.15934 7.40108 0.11747 0.02 0.02 0.02
C 2.35840 8.69350 -0.77150 -0.05 -0.01 0.00
C -2.32562 1.25790 -2.69041 0.06 0.05 -0.02
C 1.88777 -3.23397 -1.96134 0.00 0.00 -0.01
C 2.75469 1.84015 0.87464 0.00 -0.02 0.05
C -2.08534 -2.09932 -0.56515 -0.05 0.04 0.12
C 3.67537 8.62561 -0.33778 0.03 -0.02 0.02
C 0.14905 -3.06312 -0.17411 0.12 0.11 -0.01
C -1.60480 -1.66234 -1.81762 0.04 0.12 0.14
C 3.36941 6.26430 0.13531 -0.01 -0.07 -0.01
C -0.68959 0.69718 3.74185 0.04 -0.01 -0.05
C 2.04005 6.36470 -0.30799 -0.12 -0.03 -0.11
C -0.28881 -1.91510 -2.24487 0.09 0.17 0.00
C 0.77504 6.73154 2.42165 -0.06 0.02 0.08
C 0.09662 7.77750 -1.23741 0.01 0.01 -0.01
C 1.51356 7.58896 -0.75847 0.08 0.03 -0.07
C 0.58648 -2.69818 -1.45179 0.03 -0.01 0.09
C 1.09401 4.59191 3.84378 0.05 -0.01 -0.03
C 3.94262 4.97789 0.65742 0.01 0.03 -0.01
C 4.55738 9.83878 -0.34003 0.00 0.00 0.00
C 0.97122 3.25532 3.55250 0.01 0.01 -0.03
C 2.71024 0.43547 -0.81578 0.01 0.00 0.00
B 0.25610 1.78305 1.52387 -0.02 -0.03 -0.03
H -4.38237 -0.66535 -1.63363 0.00 0.00 0.01
H -2.85797 -0.95513 1.80278 -0.01 0.00 0.00
H 0.10740 6.98253 1.59884 0.01 0.01 0.06
H 0.81883 -3.61792 0.46488 0.00 -0.01 0.02
H 0.48793 -3.01307 4.19350 0.01 0.01 -0.01
H 5.18463 7.33197 0.46209 0.01 0.00 0.00
H 4.11767 10.65092 -0.91491 0.00 0.00 0.00
H -2.54251 2.13695 -3.29531 0.01 0.00 -0.01
H -5.51912 -1.69147 -0.78625 0.00 0.00 0.00
H 4.71594 10.19459 0.67971 0.00 0.00 0.00
H 3.44910 4.68065 1.58838 0.01 0.02 -0.02
H -3.28592 3.49920 -1.09127 0.00 0.00 -0.01
H 2.98382 2.57383 1.62647 -0.01 -0.03 -0.01
H 3.81499 4.17102 -0.06594 0.00 0.02 0.04
H 4.56850 1.55275 -0.33839 0.00 0.00 0.00
H -0.08980 8.82966 -1.44106 0.00 0.00 0.01
H -3.35562 0.18694 0.54563 0.01 0.00 0.00
H 5.53656 9.60744 -0.75875 0.00 0.00 0.00
H -4.57112 -0.74517 1.42567 0.00 0.00 0.00
H -4.43148 -2.40606 -1.97153 -0.01 0.00 -0.01
H -0.63203 7.44260 -0.49758 -0.02 -0.01 -0.01
H -1.87315 3.76516 1.22481 0.02 0.01 0.01
H 2.15555 -0.62401 -2.57943 -0.02 -0.01 0.00
H 1.76533 7.12595 2.18813 -0.03 -0.01 0.02
H -2.26616 -1.12534 -2.47306 -0.01 0.02 0.01
H 1.75763 -4.30753 -2.11498 0.00 0.00 0.00
H -1.49157 0.73493 -3.15401 0.00 0.01 0.00
H 0.02900 -1.57746 -3.22231 -0.01 0.00 0.00
H -0.10272 7.22797 -2.15869 0.01 -0.01 0.01
H -3.21648 0.63340 -2.72250 -0.01 0.01 0.00
H 3.56778 0.41265 -2.74131 0.01 -0.01 0.00
H -0.96123 1.61046 4.24139 0.01 0.03 0.01
H 1.97137 9.63912 -1.13158 0.00 0.00 0.00
H -1.48135 -3.04935 1.23861 0.00 -0.03 0.14
H -3.77503 -2.83383 0.42392 0.00 -0.01 -0.01
H 2.68942 -3.10438 -1.23642 0.00 0.00 0.00
H 2.17833 -2.79692 -2.91117 0.01 0.01 0.00
H 0.41864 7.21907 3.32723 0.00 0.00 0.02
H -0.87279 -3.44830 3.19429 -0.03 -0.02 -0.02
H -1.02071 -0.95067 5.16213 0.00 0.00 0.00
H 1.10792 2.39991 4.19013 -0.01 -0.02 0.01
H 5.00349 5.08788 0.87233 0.01 0.01 -0.01
H 0.72598 -3.16721 2.46839 0.04 -0.01 -0.09
H 1.34084 5.03477 4.79278 0.00 0.01 0.00
H 3.72056 -1.11734 -1.89710 0.00 -0.02 0.00


(2)
85
Properties=species:S:1:pos:R:3:forces:R:3 method="wB97M-V/def2-TZVPD" total_charge=0 smiles=C#CC[C@@H](CSCC)OC[C@@H](OC)B(C)O.c1ccccc1.c1ccccc1.c1ccccc1.c1ccccc1 fmax_ev_per_a=6.9 de_lowest_kcal_mol=90.2 orbital_gap_ev=9.132 energy_ev=-54672.7421
S -1.05063 -1.88661 0.19854 -0.23 0.65 -0.27
O -2.18114 4.38562 -0.79202 1.83 0.29 -1.41
O -2.09988 1.76970 -1.16613 0.90 -1.44 1.28
O -1.45701 4.95895 1.84474 1.78 -2.10 -0.68
C 1.77537 -6.17559 -0.44055 0.04 0.11 0.04
C 3.07952 -6.23781 0.04307 -0.05 0.06 0.02
C -0.48914 -0.97591 1.71717 0.03 0.88 1.74
C -3.80430 0.08199 -1.75566 -0.98 1.46 0.13
C 6.26257 2.34883 0.78917 -0.05 0.06 -0.10
C 1.03561 -5.00406 -0.29860 0.13 -0.01 0.04
C -0.86603 3.82475 -0.51926 0.21 0.13 1.12
C -5.16432 0.70801 -1.15863 -3.48 3.42 4.51
C 5.36854 3.75761 -1.44038 0.06 -0.08 0.08
C 1.93685 0.89787 4.14300 0.07 -0.05 -0.04
C -5.18453 -3.74164 -3.01458 -0.09 0.02 -0.11
C 7.04216 2.39636 -0.36331 -0.08 0.03 0.00
C 2.37645 0.18613 5.25597 0.07 -0.01 -0.09
C 6.59350 3.09651 -1.47979 -0.08 0.02 0.09
C -2.48239 0.40727 -0.83434 -1.34 -0.70 -0.39
C 1.16879 4.42790 1.37805 0.08 -0.08 0.77
C 1.59819 -3.89808 0.33196 0.22 -0.01 0.15
C -1.71846 -0.52379 2.70929 0.17 -0.46 -0.56
C -2.33793 4.77358 -2.18520 -1.36 -1.31 -0.74
C -5.14789 -4.61940 -4.09509 -0.07 0.07 0.02
C 5.03517 3.00579 0.82701 0.05 0.01 -0.09
C -1.38736 -0.72609 -1.22367 0.09 0.75 -0.65
C 3.64110 -5.13295 0.67712 -0.08 0.03 -0.03
C 2.89944 -3.96334 0.82391 -0.02 -0.21 -0.09
C -6.22926 -2.82892 -2.89384 0.04 -0.04 -0.05
C 3.93732 0.27098 2.95086 -0.05 -0.01 0.04
C -0.85947 2.17959 -0.52793 0.77 0.83 -1.45
C 4.59076 3.71304 -0.28650 0.08 -0.04 -0.05
C -6.15853 -4.58728 -5.05169 0.00 0.05 0.06
C -7.20118 -3.67243 -4.93344 0.08 0.02 0.10
C 4.38139 -0.43261 4.06699 -0.10 0.03 0.01
C -6.07252 1.33865 -0.42525 5.06 -3.27 -3.31
C -7.23496 -2.79095 -3.85584 0.07 -0.08 -0.03
C 2.71619 0.93899 2.98939 0.02 -0.11 0.16
C 3.60032 -0.47738 5.21867 -0.05 0.06 -0.08
B -0.42492 4.42260 0.96801 -0.47 0.23 0.27
H 5.02057 4.30736 -2.30925 0.03 -0.05 0.08
H 0.02034 -4.95368 -0.67994 0.08 0.03 0.05
H -3.96667 -1.04603 -1.91174 0.34 1.84 0.26
H 7.19837 3.12781 -2.38035 -0.05 0.00 0.09
H 3.63654 4.22974 -0.25567 0.12 -0.07 0.00
H 6.61124 1.79992 1.65849 -0.03 0.06 -0.07
H -6.76647 1.87848 0.33054 1.51 -1.36 -2.07
H -2.76526 3.83843 -2.74499 0.83 1.63 0.74
H -1.37280 -0.48456 3.80524 -0.43 -0.05 -1.69
H 1.33554 -7.03938 -0.92889 0.05 0.08 0.04
H -1.36088 5.07087 -2.71782 -1.45 -0.14 1.06
H 4.42597 2.96703 1.72448 0.07 0.03 -0.06
H -2.81358 0.33021 0.28323 0.87 0.14 -1.95
H 1.31945 4.64270 2.51434 -0.23 -0.15 -2.05
H -8.04572 -2.07519 -3.76554 0.08 -0.07 0.01
H 3.65859 -7.14879 -0.07364 -0.06 0.09 0.02
H -2.14168 0.50438 2.41686 0.61 -1.57 0.41
H 0.02319 1.88873 -1.23859 -1.37 0.22 1.51
H 1.63280 3.36749 1.21001 -0.69 1.96 -0.09
H -3.17028 5.57128 -2.23812 1.64 -1.05 0.14
H 1.73210 5.23463 0.75006 -0.82 -1.55 1.10
H -6.25785 -2.14644 -2.04948 -0.03 -0.04 -0.08
H 5.33693 -0.94734 4.03910 -0.11 0.04 0.00
H 8.00022 1.88642 -0.39162 -0.11 0.05 0.00
H -7.98794 -3.64594 -5.68074 0.08 0.00 0.07
H 0.98537 1.42068 4.17388 0.08 -0.04 0.00
H -1.83150 -1.39200 -2.07516 0.86 0.98 1.74
H -0.66847 1.71827 0.50930 -0.63 0.59 -1.43
H -6.13333 -5.27552 -5.89110 0.00 0.08 0.09
H -0.04489 4.20604 -1.24615 -1.53 -0.65 0.77
H 0.18191 -0.06166 1.52221 -0.94 -1.52 -0.01
H 0.16165 -1.72528 2.33055 -1.12 1.13 -1.38
H -1.92938 4.18119 2.22995 0.07 1.06 -0.54
H 4.65680 -5.18292 1.05710 -0.09 -0.01 -0.04
H 2.37237 1.49192 2.12078 0.05 -0.07 0.06
H 3.33602 -3.10248 1.32054 -0.04 -0.06 -0.04
H 3.94517 -1.02894 6.08759 -0.04 0.06 -0.09
H 4.54301 0.30038 2.05068 -0.07 0.00 0.07
H -3.59800 0.63795 -2.76272 -0.45 -1.29 1.67
H -4.39820 -3.76917 -2.26626 -0.07 -0.02 -0.04
H 1.76648 0.14963 6.15277 0.06 0.01 -0.08
H -4.33232 -5.32897 -4.19048 -0.08 0.06 0.01
H -2.54666 -1.31986 2.59995 1.24 1.37 0.30
H 1.02051 -2.98367 0.44075 0.29 -0.35 -0.10
H -0.40646 -0.28712 -1.68173 -1.79 -0.62 1.09